(1)
{
  "formula": "C17H28N9NaO7S",
  "method": "ωB97M-V with the def2-TZVPD basis set",
  "molar_mass_g_mol": 525.52,
  "orbital_gap_ev": 7.18,
  "total_energy_ha": -2244.6835,
  "e_lumo_ev": -0.0714,
  "homo_energy_ev": -7.2517,
  "elements": ["Na", "O", "C", "O", "C", "O", "C", "C", "O", "O", "H", "H", "H", "H", "H", "N", "N", "C", "N", "S", "H", "H", "H", "H", "H", "N", "C", "C", "C", "C", "N", "C", "N", "N", "C", "O", "O", "H", "H", "H", "H", "H", "H", "H", "H", "H", "H", "H", "H", "H", "H", "N", "C", "C", "C", "C", "C", "N", "C", "H", "H", "H", "H"],
  "xyz": [[-0.784, -0.315, -0.215], [4.103, 0.081, 1.148], [2.751, 0.115, 1.033], [2.139, 1.137, 1.229], [2.214, -1.291, 1.149], [0.956, -1.454, 0.560], [0.370, -2.709, 0.937], [-1.040, -2.762, 0.307], [-1.256, -3.666, -0.524], [-1.817, -1.845, 0.676], [4.376, 0.991, 1.329], [2.139, -1.456, 2.233], [2.940, -2.002, 0.750], [0.282, -2.759, 2.029], [0.970, -3.547, 0.577], [-1.814, -1.846, -2.794], [-3.024, -2.087, -2.128], [-3.654, -1.075, -1.482], [-4.600, -1.521, -0.611], [-3.432, 0.561, -1.751], [-1.919, -2.112, -3.764], [-1.114, -2.445, -2.366], [-3.030, -2.971, -1.633], [-4.393, -2.387, -0.133], [-4.967, -0.794, -0.021], [2.856, 0.066, -1.619], [2.482, 1.455, -1.839], [2.862, 1.968, -3.239], [2.561, 3.453, -3.499], [3.253, 4.432, -2.549], [2.731, 4.508, -1.186], [1.465, 4.784, -0.873], [1.066, 4.594, 0.407], [0.746, 5.607, -1.655], [0.957, 1.600, -1.633], [0.499, 2.767, -1.528], [0.278, 0.555, -1.652], [3.696, -0.212, -2.106], [2.060, -0.513, -1.869], [2.989, 2.063, -1.085], [2.325, 1.366, -3.976], [3.934, 1.800, -3.396], [1.482, 3.606, -3.497], [2.926, 3.703, -4.498], [3.243, 5.439, -2.972], [4.301, 4.145, -2.455], [3.230, 3.986, -0.484], [1.378, 3.723, 0.821], [0.084, 4.767, 0.574], [0.981, 5.601, -2.634], [-0.252, 5.590, -1.494], [-2.216, 5.528, 0.869], [-2.146, 4.513, 1.407], [-1.916, 3.242, 2.037], [-1.987, 3.067, 3.415], [-1.626, 1.838, 3.937], [-1.187, 0.847, 3.068], [-1.129, 1.010, 1.750], [-1.512, 2.173, 1.241], [-2.311, 3.878, 4.053], [-1.665, 1.655, 5.002], [-0.871, -0.122, 3.440], [-1.470, 2.278, 0.158]],
  "forces_ev_per_a": [[-0.7, 0.7, 0.0], [-0.1, 0.0, -0.3], [0.4, 0.0, 1.2], [-0.2, 0.1, -0.7], [-0.2, -0.1, -0.4], [0.3, -0.3, 0.4], [-0.1, 0.0, -0.1], [-0.1, -0.4, 0.1], [0.0, 0.1, 0.2], [-0.3, -1.0, 0.3], [0.0, 0.0, 0.0], [0.1, 0.0, 0.1], [0.1, 0.0, -0.1], [0.0, 0.0, 0.0], [0.1, 0.1, -0.1], [0.1, 0.1, -0.1], [0.0, 0.2, 0.1], [-0.1, 0.0, -0.1], [0.0, 0.0, 0.1], [0.1, -0.1, 0.0], [0.0, 0.0, 0.0], [0.0, -0.1, 0.0], [0.0, -0.1, 0.0], [0.0, 0.0, 0.0], [0.0, 0.0, 0.0], [-0.2, 0.1, 0.3], [0.0, -0.3, -0.2], [-0.1, 0.3, 0.1], [0.1, -0.2, 0.0], [0.0, 0.0, -0.1], [0.0, -0.2, 0.0], [0.4, 0.7, 0.7], [0.1, -0.2, -0.2], [-0.3, -0.4, -0.2], [-0.3, -0.1, -0.3], [0.1, 0.0, 0.1], [1.1, 0.8, -0.8], [0.0, 0.0, -0.1], [0.0, -0.1, -0.1], [0.0, 0.0, 0.0], [0.0, 0.0, 0.0], [0.0, -0.1, 0.0], [0.0, 0.0, 0.0], [0.0, 0.0, 0.0], [0.0, 0.0, 0.0], [0.1, 0.1, 0.1], [-0.1, 0.0, 0.0], [0.0, 0.0, -0.1], [0.0, 0.1, 0.0], [0.0, 0.1, 0.0], [0.0, 0.0, 0.0], [0.0, 0.0, 0.0], [0.0, -0.1, 0.1], [0.0, 0.0, 0.0], [0.0, 0.0, 0.1], [0.0, 0.1, 0.0], [0.0, 0.0, -0.1], [-0.2, 0.1, 0.0], [0.2, 0.0, -0.2], [0.0, 0.0, 0.0], [0.0, 0.0, 0.0], [0.0, 0.0, 0.0], [0.0, 0.0, 0.0]],
  "lowdin_charge": [0.21, 0.09, -0.51, 0.09, -0.12, -0.15, -0.09, -0.65, -0.02, -0.06, 0.12, 0.15, 0.14, 0.13, 0.13, 0.05, -0.08, -0.93, 0.07, 0.60, 0.08, 0.07, 0.11, 0.10, 0.08, 0.08, -0.30, -0.13, -0.18, -0.16, 0.08, -0.46, 0.20, 0.22, -0.58, -0.03, -0.04, 0.09, 0.09, 0.11, 0.13, 0.11, 0.10, 0.12, 0.12, 0.13, 0.14, 0.11, 0.06, 0.11, 0.12, 0.17, -0.17, -0.20, -0.01, -0.04, -0.09, 0.10, -0.07, 0.12, 0.11, 0.12, 0.11]
}

=====

(2)
{
  "formula": "C17H29As2NO5RuS5",
  "method": "ωB97M-V with the def2-TZVPD basis set",
  "molar_mass_g_mol": 738.67,
  "total_charge": -1,
  "orbital_gap_ev": [6.30, 5.25],
  "total_energy_ha": -7653.5844,
  "e_above_lowest_ev": 0.8179,
  "multiplicity": 2,
  "e_lumo_ev": [2.1237, 1.0759],
  "homo_energy_ev": [-4.1788, -4.1755],
  "elements": ["Ru", "C", "O", "C", "C", "O", "C", "H", "H", "H", "H", "H", "H", "H", "H", "H", "H", "S", "As", "S", "S", "S", "C", "C", "As", "C", "C", "C", "C", "H", "H", "H", "H", "H", "H", "H", "H", "H", "H", "H", "H", "H", "H", "H", "O", "S", "O", "N", "C", "O", "C", "C", "C", "C", "C", "C", "H", "H", "H", "H"],
  "xyz": [[1.039, 0.273, 0.251], [1.521, 2.655, 2.684], [0.807, 2.416, 1.476], [-0.502, 2.949, 1.476], [-1.143, 2.407, 0.226], [-1.144, 0.982, 0.222], [-2.259, 0.406, 0.912], [1.708, 3.729, 2.791], [2.462, 2.118, 2.605], [0.962, 2.273, 3.538], [-0.483, 4.046, 1.429], [-1.034, 2.644, 2.385], [-0.527, 2.710, -0.619], [-2.163, 2.778, 0.089], [-3.183, 0.776, 0.460], [-2.253, 0.654, 1.972], [-2.189, -0.670, 0.777], [4.477, -2.079, -3.191], [3.796, -3.470, -1.767], [3.243, -0.098, 0.236], [2.156, -1.747, 0.019], [2.264, -4.675, -2.541], [2.697, 2.625, -2.315], [2.432, 1.292, -3.002], [0.943, 0.335, -2.182], [0.879, -1.355, -3.129], [0.893, -1.237, -4.645], [-0.574, 1.268, -3.018], [-1.875, 0.475, -2.961], [3.562, 3.123, -2.756], [2.897, 2.482, -1.252], [1.844, 3.304, -2.407], [3.287, 0.617, -2.930], [2.200, 1.435, -4.059], [0.003, -1.893, -2.762], [1.748, -1.919, -2.804], [0.029, -0.697, -5.041], [0.895, -2.240, -5.074], [1.804, -0.744, -4.987], [-0.282, 1.454, -4.054], [-0.690, 2.241, -2.542], [-1.782, -0.471, -3.494], [-2.694, 1.034, -3.420], [-2.156, 0.248, -1.932], [-3.080, 0.562, 4.279], [-1.909, -0.156, 4.730], [-1.726, -0.287, 6.149], [-0.588, 0.438, 3.996], [-0.092, -0.414, 3.114], [0.883, -0.166, 2.366], [-0.806, -1.740, 3.070], [-0.519, -2.851, 2.297], [-1.348, -3.960, 2.419], [-2.431, -3.951, 3.295], [-2.710, -2.836, 4.079], [-1.874, -1.747, 3.944], [0.333, -2.849, 1.630], [-1.144, -4.843, 1.827], [-3.061, -4.829, 3.372], [-3.544, -2.824, 4.767]],
  "forces_ev_per_a": [[-0.1, 0.0, 0.4], [0.1, 0.0, 0.0], [0.1, 0.2, -0.5], [-0.1, -0.1, 0.1], [0.0, 0.0, 0.1], [0.0, -0.2, 0.0], [0.0, 0.0, 0.0], [0.0, 0.0, 0.0], [0.0, 0.0, 0.0], [0.0, 0.0, 0.0], [0.0, 0.0, 0.0], [0.0, 0.0, 0.0], [0.0, 0.0, 0.0], [0.0, 0.0, 0.0], [0.0, 0.0, 0.0], [0.0, 0.0, 0.0], [0.0, 0.0, 0.0], [0.0, 0.1, 0.0], [0.4, -0.3, -0.2], [-0.1, -0.2, 0.1], [-0.3, 0.4, 0.1], [0.0, 0.0, 0.0], [0.0, 0.0, 0.0], [0.0, -0.1, 0.0], [0.2, 0.4, 0.0], [0.0, 0.0, 0.0], [0.0, 0.0, 0.0], [0.0, 0.0, 0.0], [0.0, 0.0, 0.0], [0.0, 0.0, 0.0], [0.0, 0.0, 0.0], [0.0, 0.0, 0.0], [0.0, 0.0, 0.0], [0.0, 0.0, 0.0], [0.0, 0.0, 0.0], [0.0, 0.0, 0.0], [0.0, 0.0, 0.0], [0.0, 0.0, 0.0], [0.0, 0.0, 0.0], [0.0, 0.0, 0.0], [0.0, 0.0, 0.0], [0.0, 0.0, 0.0], [0.0, 0.0, 0.0], [0.0, 0.0, 0.0], [0.0, 0.0, 0.0], [0.0, 0.0, 0.0], [0.0, 0.0, 0.0], [-0.1, 0.0, 0.0], [0.0, 0.0, 0.0], [0.0, 0.0, 0.1], [0.0, 0.0, 0.0], [0.0, 0.0, 0.0], [0.0, 0.0, 0.0], [0.0, 0.0, 0.0], [0.0, 0.0, 0.0], [0.0, 0.0, 0.0], [0.0, 0.0, 0.0], [0.0, 0.0, 0.0], [0.0, 0.0, 0.0], [0.0, 0.0, 0.0]],
  "lowdin_charge": [0.48, -0.08, -0.28, -0.19, -0.19, -0.34, -0.05, 0.09, 0.08, 0.07, 0.14, 0.13, 0.10, 0.14, 0.10, 0.06, 0.10, -0.27, -0.04, 0.12, -0.01, -0.30, -0.18, -0.42, 1.13, -0.47, -0.16, -0.40, -0.16, 0.07, 0.03, 0.06, 0.02, 0.06, 0.07, -0.09, 0.05, 0.07, 0.06, 0.06, 0.04, 0.06, 0.07, 0.05, -0.33, 0.62, -0.31, -0.03, -0.51, -0.17, -0.15, -0.01, -0.06, -0.07, -0.04, -0.22, 0.06, 0.11, 0.10, 0.12]
}

=====

(3)
{
  "formula": "C17H29BI2NO9P",
  "method": "ωB97M-V with the def2-TZVPD basis set",
  "molar_mass_g_mol": 687.01,
  "orbital_gap_ev": 8.51,
  "total_energy_ha": -2358.7235,
  "smiles": "CCOB(O)[C@@]1(C[C@H](C)I)OC(=O)[C@H]([PH2]=N)[C@]1(CC(=O)O)C[C@@H](C)I.O=C1OCCO1",
  "e_above_lowest_ev": 0.6194,
  "e_lumo_ev": 0.2601,
  "homo_energy_ev": -8.2473,
  "elements": ["C", "C", "O", "B", "O", "C", "C", "C", "C", "I", "O", "C", "O", "C", "P", "N", "C", "C", "C", "O", "O", "C", "C", "C", "I", "H", "H", "H", "H", "H", "H", "H", "H", "H", "H", "H", "H", "H", "H", "H", "H", "H", "H", "H", "H", "H", "H", "H", "H", "H", "O", "C", "O", "C", "C", "O", "H", "H", "H", "H"],
  "xyz": [[-5.443, -0.431, 1.028], [-4.658, -1.110, -0.115], [-3.806, -0.121, -0.707], [-2.558, -0.570, -1.048], [-2.461, -1.512, -2.071], [-1.260, 0.067, -0.287], [-0.586, 1.176, -1.113], [-1.469, 1.905, -2.130], [-0.568, 2.970, -2.811], [-3.051, 3.088, -1.215], [-1.909, 0.760, 0.859], [-2.042, -0.040, 1.904], [-2.598, 0.211, 2.876], [-1.354, -1.414, 1.578], [-0.852, -2.419, 3.048], [-1.960, -3.529, 3.285], [-0.350, -0.915, 0.532], [0.087, -2.012, -0.484], [1.257, -2.854, -0.044], [2.388, -2.542, -0.081], [0.889, -4.049, 0.464], [0.860, -0.031, 0.943], [1.802, -0.515, 2.078], [3.228, -0.036, 1.745], [1.298, 0.545, 3.924], [-5.006, 0.557, 1.171], [-5.338, -0.952, 1.979], [-6.483, -0.261, 0.760], [-5.413, -1.458, -0.826], [-4.133, -2.009, 0.230], [-2.719, -2.389, -1.752], [0.226, 0.710, -1.667], [-0.111, 1.939, -0.510], [-1.835, 1.288, -2.951], [-1.155, 3.562, -3.508], [-0.146, 3.596, -2.031], [0.209, 2.453, -3.377], [-2.176, -2.045, 1.221], [-0.764, -1.641, 4.216], [0.355, -3.101, 2.768], [-2.367, -3.422, 4.207], [0.403, -1.506, -1.395], [-0.718, -2.702, -0.711], [1.634, -4.663, 0.382], [0.542, 0.961, 1.239], [1.491, 0.022, 0.061], [1.809, -1.584, 2.245], [3.589, -0.470, 0.817], [3.865, -0.287, 2.595], [3.208, 1.053, 1.722], [2.084, 1.860, -1.391], [3.210, 2.177, -1.619], [3.576, 3.074, -2.564], [4.966, 3.359, -2.383], [5.459, 2.124, -1.667], [4.291, 1.687, -0.967], [5.456, 3.518, -3.340], [5.064, 4.262, -1.778], [5.773, 1.337, -2.356], [6.271, 2.332, -0.974]],
  "forces_ev_per_a": [[0.7, 0.2, -0.1], [-1.6, 0.3, 0.2], [0.8, -0.8, 0.5], [-0.2, 0.1, -0.8], [0.6, -0.4, 0.7], [-1.4, 0.9, 1.0], [-0.8, -0.8, -0.4], [1.1, 1.1, -0.3], [-0.6, -0.6, 0.1], [0.1, -0.3, -0.2], [0.3, 0.6, -0.4], [2.3, -2.4, -3.1], [-2.4, 1.4, 4.1], [1.1, 1.6, 0.6], [-2.0, -1.5, 0.7], [0.2, 0.4, -0.1], [0.0, -0.4, -2.2], [0.4, -0.1, 0.5], [-1.9, -0.5, 0.5], [2.6, 0.9, -0.5], [-0.7, -0.6, -0.4], [0.1, -1.4, 1.1], [0.4, 0.9, -0.8], [-0.5, 0.0, 1.1], [0.0, -0.4, -0.1], [0.1, 0.0, 0.1], [-0.2, -0.1, -0.1], [-0.1, -0.3, 0.1], [0.4, 0.0, -0.3], [0.3, 0.2, 0.0], [-0.2, 0.1, -0.5], [0.0, 0.0, -0.2], [-0.1, -0.1, 0.4], [-0.6, -0.3, 0.5], [0.0, 0.2, 0.0], [0.2, 0.2, -0.2], [0.2, 0.1, 0.1], [0.3, -0.2, -0.5], [0.7, 0.4, -0.5], [0.2, 0.9, -0.1], [-0.1, -0.1, -0.1], [0.0, -0.1, -0.1], [-0.2, 0.2, 0.0], [0.1, 0.2, 0.4], [-0.1, 0.1, -0.3], [-0.1, 0.3, -0.1], [-0.2, 0.0, 0.3], [0.0, 0.0, 0.0], [0.3, -0.2, -0.2], [0.1, 0.0, -0.4], [0.6, 0.2, -0.1], [-0.1, 0.0, 0.0], [0.0, -0.2, 0.2], [0.2, 0.2, -0.1], [0.4, -0.1, 0.0], [-0.2, 0.1, -0.2], [-0.2, 0.0, -0.1], [0.0, 0.0, 0.0], [-0.1, 0.0, 0.0], [-0.1, -0.1, 0.1]],
  "lowdin_charge": [-0.04, -0.20, 0.02, -0.62, 0.16, -0.21, -0.19, -0.69, -0.20, 0.94, 0.01, -0.55, 0.17, -0.21, 0.75, -0.32, -0.31, -0.01, -0.54, 0.14, 0.09, -0.19, -0.70, -0.19, 0.88, 0.08, 0.08, 0.07, 0.12, 0.11, 0.11, 0.11, 0.11, 0.10, 0.05, 0.07, 0.08, 0.11, -0.03, 0.01, -0.05, 0.14, 0.12, 0.13, 0.09, 0.10, 0.04, 0.07, 0.06, 0.06, 0.15, -0.52, 0.07, -0.11, -0.11, 0.06, 0.13, 0.14, 0.14, 0.14]
}

=====

(4)
{
  "formula": "C17H29BNO4P2Ti",
  "method": "ωB97M-V with the def2-TZVPD basis set",
  "molar_mass_g_mol": 432.05,
  "total_charge": 1,
  "orbital_gap_ev": [5.74, 5.69],
  "total_energy_ha": -2577.6048,
  "e_above_lowest_ev": 1.1582,
  "e_lumo_ev": [-4.0936, -4.1399],
  "homo_energy_ev": [-9.8361, -9.8291],
  "elements": ["C", "C", "N", "C", "C", "C", "C", "P", "Ti", "P", "C", "O", "O", "H", "H", "H", "C", "C", "H", "H", "H", "H", "C", "C", "H", "H", "H", "H", "H", "H", "H", "H", "H", "H", "H", "H", "H", "H", "H", "H", "H", "H", "O", "B", "O", "C", "C", "C", "C", "C", "C", "H", "H", "H", "H"],
  "xyz": [[4.321, -1.377, 1.250], [3.022, -0.799, 1.281], [2.001, -1.436, 0.564], [2.122, -2.720, 0.223], [3.288, -3.402, 0.524], [4.419, -2.717, 0.971], [2.728, 0.364, 2.017], [1.162, 1.279, 1.872], [0.295, -0.316, -0.014], [-0.338, -2.350, -1.122], [0.907, -3.389, -0.313], [5.193, 2.508, -1.651], [1.101, 3.886, -2.865], [5.198, -0.765, 1.509], [3.316, -4.467, 0.386], [5.342, -3.253, 1.185], [0.792, 0.913, 3.598], [1.046, 3.088, 1.630], [1.139, -4.200, -1.000], [0.371, -3.857, 0.517], [5.507, 2.729, -0.749], [3.584, 0.831, 2.490], [-1.956, -3.036, -0.743], [-0.094, -2.595, -2.898], [-0.309, -0.437, -1.786], [0.416, 3.792, -2.196], [1.789, 3.345, -2.467], [5.448, 1.626, -1.943], [-1.098, -0.090, 1.086], [-1.114, -0.572, -1.708], [1.539, 1.504, 4.131], [-0.193, 1.092, 4.017], [1.047, -0.140, 3.741], [1.864, 3.604, 2.141], [1.109, 3.355, 0.565], [0.086, 3.475, 1.999], [-0.359, -3.627, -3.146], [-0.724, -1.915, -3.488], [0.961, -2.431, -3.145], [-2.176, -3.861, -1.444], [-1.935, -3.429, 0.285], [-2.741, -2.266, -0.798], [-1.995, 1.723, -0.209], [-1.849, 0.280, 0.110], [-3.163, -0.314, 0.145], [-4.028, 0.676, -0.187], [-5.420, 0.616, -0.157], [-6.120, 1.809, -0.404], [-5.449, 3.008, -0.676], [-4.045, 3.041, -0.675], [-3.331, 1.876, -0.421], [-5.913, -0.335, 0.075], [-7.215, 1.782, -0.380], [-6.031, 3.922, -0.885], [-3.517, 3.974, -0.842]],
  "forces_ev_per_a": [[0.7, -0.7, 0.1], [-1.0, 2.0, 0.1], [-1.3, 1.4, 0.0], [1.5, -1.2, 0.5], [-1.4, -0.6, -0.7], [0.4, 1.2, 0.7], [0.9, 0.5, -2.0], [0.3, -1.9, -0.3], [0.4, 1.4, -0.3], [1.1, -2.1, 1.0], [-0.4, -1.6, -0.4], [-0.3, 0.6, 0.4], [-0.1, -0.4, 0.5], [-0.6, -0.4, 0.1], [0.1, -0.2, -0.2], [-0.1, 0.1, -0.4], [-0.6, 0.1, 0.7], [0.7, 0.4, -0.1], [0.4, -0.3, 0.1], [0.0, 0.0, 0.2], [0.0, -0.8, -1.0], [0.0, 0.1, 0.2], [-0.5, -0.6, -0.1], [0.0, 0.0, -0.2], [0.1, 1.1, -1.0], [-0.4, 0.3, -0.2], [0.6, 0.1, -0.3], [0.3, 0.2, 0.6], [0.2, 0.0, 0.0], [0.5, 1.9, 0.7], [-0.1, -0.1, 0.3], [-0.2, 0.3, -0.1], [-0.1, 0.2, 0.0], [-0.2, 0.0, 0.0], [0.0, -0.2, 0.3], [0.2, -0.4, 0.0], [0.1, 0.1, 0.0], [0.2, -0.2, 0.1], [-0.2, 0.1, 0.0], [0.0, 0.3, 0.4], [-0.1, 0.2, -0.3], [0.3, -0.4, -0.1], [1.3, -2.5, 0.4], [-3.5, 1.2, 0.2], [2.3, 0.1, 0.0], [-0.8, 1.5, -0.1], [0.4, 0.1, -0.1], [-0.1, -0.3, -0.1], [0.1, -0.3, 0.0], [0.1, 0.2, -0.1], [-2.2, -0.2, 0.2], [0.1, 0.5, -0.1], [0.5, 0.1, 0.0], [0.5, -0.6, 0.2], [0.0, -0.1, 0.0]],
  "lowdin_charge": [-0.04, -0.35, -0.04, -0.36, -0.05, -0.05, -0.26, 0.82, 0.68, 0.74, -0.27, -0.08, -0.04, 0.12, 0.11, 0.12, -0.26, -0.24, 0.10, 0.11, 0.05, 0.07, -0.20, -0.22, 0.02, 0.02, 0.02, 0.03, 0.08, 0.10, 0.06, 0.05, 0.05, 0.05, 0.03, 0.06, 0.07, 0.06, 0.07, 0.07, 0.07, 0.05, 0.09, -0.53, 0.09, -0.21, 0.02, -0.07, -0.07, 0.01, -0.22, 0.13, 0.11, 0.12, 0.12]
}